[1]
47
Properties=species:S:1:pos:R:3:forces:R:3 method="wB97M-V/def2-TZVPD" total_charge=0 lumo_energy_ev=-1.2 energy_ha=-1219.9226 multiplicity=1
H -2.74930 -0.10862 -1.97387 1.6 0.2 0.2
Nb -1.06090 1.75628 -3.38745 3.5 1.2 -0.8
C 1.56705 2.61960 -2.33454 2.8 1.5 -1.1
O 0.33570 -1.56827 -2.33982 -4.6 0.7 -0.3
H -0.72662 -2.75399 0.78882 -0.1 0.0 0.1
O 0.94067 1.45104 -2.83060 -0.4 3.4 1.4
C 1.06340 -3.53220 3.35100 -0.6 0.1 -0.5
H -1.41914 2.87432 -2.00709 -1.1 -0.3 0.4
H 2.50859 -2.14581 1.25748 -0.1 -0.1 0.0
H -0.78682 0.60817 -4.77826 -1.0 -0.7 -0.1
C -0.41868 -3.78463 5.31768 0.1 -0.1 0.2
C -1.84825 4.25962 -4.54206 -0.7 1.0 1.3
N 0.92651 -3.23881 2.05353 -0.2 -0.1 0.6
H -0.33282 4.95278 2.59668 0.8 -0.7 -1.7
C 1.67805 -3.34218 -0.33132 -0.6 0.0 0.2
H -2.80649 1.86487 -3.88916 0.4 -0.3 0.2
H 0.59013 1.21896 -0.04272 0.1 1.8 0.2
H 1.18892 -4.30981 -0.47274 0.1 0.0 0.0
H 0.56222 6.60825 0.62862 -0.1 -1.9 0.1
C 0.59124 2.34073 0.15697 -0.3 4.5 0.9
C 0.08080 4.49851 1.62637 0.6 -0.9 -1.8
C -0.89463 -1.30687 -2.44746 1.4 -0.1 0.0
C -1.08856 -3.20589 2.94767 0.4 0.0 0.1
N -0.15011 -3.51814 3.90838 0.1 0.0 -0.1
H -0.07446 -4.79068 5.56167 -0.1 0.1 0.0
C 0.06315 2.94905 1.51390 1.9 2.0 -4.2
H 0.99448 -2.56232 -0.67619 0.3 -0.1 -0.1
H -2.66051 -1.88222 -3.11635 1.1 -0.3 -0.1
C -1.61125 0.02925 -1.94952 -0.1 -1.6 0.2
O -1.75048 -2.27002 -3.11027 0.8 2.2 1.4
C 2.05923 -3.13333 1.12030 0.8 0.1 -0.4
H 2.56451 -3.30765 -0.96685 -0.1 0.1 0.2
H -0.30589 2.22353 2.31091 0.5 1.5 -1.1
O 2.56668 3.15332 -2.90518 -3.9 -2.2 1.8
C 1.09108 3.33327 -0.96341 -1.4 -0.5 2.0
H 2.80054 -3.88300 1.41214 -0.2 0.1 0.2
H -1.27938 0.29866 -0.87316 -0.4 -0.5 -1.8
C -0.41046 -3.01728 1.78386 0.3 -0.1 0.0
H 0.11364 -3.05177 5.92571 -0.1 -0.1 0.0
N -2.83592 4.94704 -4.35893 5.1 -3.5 -1.3
H -1.48800 -3.70966 5.51561 0.2 0.0 -0.1
C 1.10802 4.87947 -0.82312 -1.3 -2.9 3.0
H -2.12855 -3.15015 3.21804 0.0 0.1 -0.2
O -0.63366 3.48143 -4.55226 -5.1 1.4 1.0
H 1.48735 5.48815 -1.70734 -0.6 -0.9 1.5
H 1.99437 -3.73765 3.86087 -0.2 0.0 -0.1
C 0.58452 5.47467 0.52345 0.2 -4.1 -1.3


[2]
42
Properties=species:S:1:pos:R:3:forces:R:3 method="wB97M-V/def2-TZVPD" total_charge=+1 lumo_energy_ev=-5.6 de_lowest_kcal_mol=49.2 energy_ha=-862.0948 multiplicity=1
H 1.54631 -0.63304 7.62246 -0.1 -0.1 0.0
H 4.64288 -2.94746 0.50112 0.2 0.0 0.1
H 2.65118 -4.27205 4.74783 0.3 0.1 0.1
C 1.00092 -0.35069 1.45425 0.5 1.7 -1.4
H -3.40611 -1.57674 1.17589 0.3 0.3 0.0
H 3.73244 1.31895 1.03390 -0.2 -0.2 0.0
N 4.19227 -3.30005 3.71351 0.3 -0.2 0.2
C 2.97575 -2.32737 5.61699 0.9 0.4 0.5
H 6.12949 -2.79952 4.48047 0.1 0.1 -0.3
H -4.17656 0.79269 1.13648 0.2 -0.1 0.0
H 2.65994 -3.69112 2.23652 0.0 -0.1 0.2
C 4.68849 -2.99820 1.58012 -0.4 -0.1 1.5
H 1.34550 -1.38735 1.32939 0.0 0.3 0.4
H 2.95256 -2.52867 7.78499 -0.2 0.0 -0.1
C -0.81686 1.34641 1.25920 0.0 -0.4 0.3
C 3.27391 0.35211 1.25468 1.1 -0.2 0.1
H -0.07036 2.13896 1.26477 -0.3 -0.1 0.0
C -2.17467 1.61106 1.19503 0.2 0.2 0.0
H 3.85625 -1.67523 5.83181 -0.2 -0.3 -0.2
C -3.11253 0.56583 1.17755 0.6 -0.3 0.0
H 2.30123 -1.22387 3.92546 0.3 0.0 0.4
H 3.68861 -0.05214 2.18372 0.0 0.0 -0.2
O 1.87618 0.61983 1.44656 -1.7 -1.3 0.2
H 0.25255 -1.83413 7.43501 0.1 0.2 0.0
N 2.00934 -1.65422 4.79122 -0.4 -0.5 -0.7
N 5.81213 -2.70839 2.32354 0.2 0.1 0.3
C 1.18354 -1.46002 7.00798 0.2 0.3 0.0
H -0.00223 -1.27009 5.19753 0.1 0.2 0.0
C 3.66738 -3.36647 2.44240 0.6 0.3 -0.3
H -0.94307 -2.08239 1.26936 -0.3 0.1 0.1
C 3.49739 -3.60678 4.97169 0.0 0.3 -0.2
C 5.50418 -2.89709 3.60051 -1.2 -0.3 -1.3
H 1.05338 0.12463 5.47380 0.1 -0.2 0.1
C -1.32002 -1.05936 1.26075 0.1 0.2 0.3
C -2.67539 -0.76672 1.20095 -0.1 -0.1 -0.1
C 2.24960 -2.56436 6.94998 -0.1 -0.2 -0.4
H 4.20042 -4.10064 5.65576 -0.2 0.0 -0.3
H -2.51404 2.64557 1.16087 0.1 -0.3 0.0
H 3.43942 -0.34589 0.42479 -0.2 0.2 0.3
C 0.99458 -0.97354 5.55172 -0.7 0.1 0.3
C -0.37366 -0.00832 1.33880 -0.2 0.0 0.2
H 1.78364 -3.55719 6.94044 0.0 0.1 0.0


[3]
49
Properties=species:S:1:pos:R:3:forces:R:3 method="wB97M-V/def2-TZVPD" total_charge=-1 lumo_energy_ev="1.7 / 1.7" de_lowest_kcal_mol=46.1 energy_ha=-2301.9968 multiplicity=1
H 1.04804 2.09762 0.83380 0.1 0.0 0.0
C -0.01428 -2.34044 3.96503 -0.1 0.4 -0.1
N 1.70446 -0.55282 -3.14016 -1.4 0.6 -0.3
H -1.10701 -2.65329 0.88480 -0.1 0.0 0.0
H 3.22297 3.71355 4.16198 0.0 0.0 0.0
Pd -0.30784 -0.14357 0.16956 1.8 -1.4 0.7
H -1.90784 0.25661 4.76808 0.0 0.0 0.0
H -2.93736 0.37233 3.33937 0.0 0.0 0.0
C 1.33834 2.06230 1.87686 -0.1 -0.2 0.1
H 2.64438 3.74387 1.75234 0.0 0.0 0.0
C 1.10264 1.06912 4.05510 -0.1 -0.1 -0.1
H -3.02181 -1.05601 4.37653 0.0 -0.1 0.0
Si -0.99938 -1.12546 2.87419 -0.5 -0.6 0.5
O -2.36288 0.18786 -0.63800 -0.1 -0.2 1.0
H 0.65654 0.32844 4.70681 0.1 0.0 0.0
H -2.42164 -2.99566 2.01768 0.0 0.0 0.2
O -0.80783 -1.40066 -1.57790 0.4 0.5 0.6
C 1.96004 2.02238 4.57477 0.0 0.0 0.0
H 1.85475 -2.87449 -2.67295 0.0 -0.1 0.0
C 3.01569 -5.59036 -0.28205 0.0 -0.1 0.0
C -2.34547 -0.31412 3.94696 0.3 -0.2 -0.2
N 2.19781 -2.38548 -1.85933 -0.4 0.4 -0.2
O -0.58943 0.94669 -2.07511 -0.3 -0.4 -0.5
C 2.21153 2.99362 2.40336 0.0 0.0 0.1
H 3.03373 -6.62912 -0.58630 0.0 0.0 0.0
H 3.63951 -3.59966 2.36385 0.0 0.0 0.0
H 0.44329 -1.84541 4.82272 0.0 0.0 0.0
H -2.51770 -1.59411 0.94421 0.0 -0.1 -0.1
N -0.00046 0.06589 2.13561 -0.3 0.3 -0.5
C 0.79192 1.03687 2.68051 0.0 0.3 0.0
C 3.40184 -5.23584 1.00077 0.0 0.0 0.0
C 2.94986 -2.92048 0.46974 -0.1 0.1 -0.2
O -2.43066 -0.33046 -3.03833 -0.3 -0.2 0.2
H 2.30227 -4.91809 -2.18003 0.0 0.0 0.0
H 3.72558 -5.99055 1.70542 0.0 0.0 0.0
H 2.92768 -1.89459 0.78277 -0.1 0.2 0.0
H 0.78446 -2.80983 3.38721 0.0 0.0 -0.1
S 2.23475 0.08022 -0.67987 -0.5 -0.3 0.8
C 2.60552 -4.62403 -1.18088 -0.1 0.1 -0.1
H -0.66200 -3.13126 4.34892 -0.1 0.0 0.0
C 2.57456 -3.27054 -0.82943 0.2 -0.2 0.3
C 3.35504 -3.90003 1.36358 0.0 -0.1 0.0
H 1.38320 -1.22155 -3.83090 0.0 0.0 0.0
S -1.59399 -0.14670 -1.87678 -0.3 1.3 -2.9
C -1.84079 -2.19540 1.55310 0.2 0.4 0.2
C 2.53787 2.98063 3.75495 0.1 0.1 0.0
H 2.18939 2.01303 5.63436 0.0 0.0 0.0
C 1.98430 -1.04338 -1.92843 0.8 -0.4 0.6
H 1.02879 0.25116 -3.04177 0.6 -0.5 -0.1


[4]
46
Properties=species:S:1:pos:R:3:forces:R:3 method="wB97M-V/def2-TZVPD" smiles=COc1ccccc1OCc1nnc(SCC[NH+]2CCOCC2)o1 total_charge=+1 lumo_energy_ev=-2.3 de_lowest_kcal_mol=0.0 energy_ha=-1486.0221 multiplicity=1
H -1.94506 -4.17166 3.97513 0.0 0.0 0.0
H 2.56979 3.78058 -3.09511 0.0 -0.1 0.0
H 0.81103 4.13809 0.37549 0.0 0.1 0.0
O 0.48679 -0.99020 0.37816 0.4 -0.3 0.0
S 3.06234 -0.63093 -0.25870 0.5 -0.1 0.0
H 1.69068 5.69221 0.30285 0.0 -0.2 0.1
H 3.49986 4.62597 -1.02297 0.0 -0.1 0.0
C 0.60256 3.96285 -2.20576 0.1 -0.2 -0.2
H -1.90888 -1.20864 1.83923 -0.1 0.1 -0.2
C 1.87539 3.16540 -2.51722 -0.5 0.4 -0.4
C -4.77557 -4.34706 -0.29557 0.0 -0.1 0.0
C -2.63069 -3.68372 1.36996 0.1 0.2 0.0
C 1.45032 -0.12517 0.07317 -0.1 0.9 -0.1
N 0.99415 1.10139 0.03881 0.9 -0.9 0.0
C -0.60946 -0.20190 0.52011 -0.3 0.8 -0.2
H 3.67508 1.47886 0.72987 0.1 0.0 0.1
H 3.25979 3.72586 0.49576 0.0 -0.1 0.0
H 0.14500 4.31689 -3.13012 0.0 -0.2 0.0
H -5.07942 -5.99121 1.03903 -0.1 -0.1 0.0
C -1.93232 -0.79517 0.82405 -0.3 -0.1 0.4
H 4.57610 2.52308 -1.58200 -0.1 0.0 0.0
H -2.69040 -0.00202 0.76750 0.2 -0.1 0.0
C -3.42253 -4.79300 1.63694 0.2 0.1 0.1
H -5.59813 -4.60345 -0.94348 -0.1 0.0 -0.1
H 4.98135 0.70038 -0.17492 0.0 0.0 0.0
C 3.93268 0.99354 -0.20960 -0.5 -0.4 0.0
O -1.55269 -3.30333 2.12894 -0.2 0.1 -0.5
H 1.62192 2.26990 -3.08502 0.1 -0.1 0.1
C 3.69379 1.89884 -1.41432 0.4 -0.2 -0.1
C -2.94160 -2.88949 0.25390 -0.1 0.0 0.0
H -4.20648 -2.60659 -1.42209 0.0 0.1 -0.1
H -3.21049 -5.41809 2.48889 0.1 0.0 0.1
O 0.90355 5.10411 -1.44684 0.0 0.2 0.0
O -2.17601 -1.79899 -0.13544 0.1 -0.3 0.0
N -0.32471 1.04158 0.32143 -1.4 -0.2 0.3
H -0.27502 -3.66429 3.62451 -0.1 -0.1 0.0
C 2.80701 3.99696 -0.45734 -0.2 0.6 0.3
H -0.92591 -5.13843 2.86884 0.0 0.0 0.0
C 1.49577 4.75716 -0.22336 0.2 -0.1 0.1
H -0.11219 3.32071 -1.66924 0.0 0.0 -0.1
C -4.00543 -3.22964 -0.56508 0.2 0.1 0.1
H 3.54562 1.28167 -2.30337 0.0 0.1 0.0
H 1.77905 2.18759 -0.67131 0.3 0.2 -0.2
C -4.48437 -5.12097 0.81074 -0.1 0.0 -0.1
C -1.16779 -4.12747 3.20675 0.1 -0.2 0.2
N 2.51552 2.77779 -1.24123 -0.1 -0.1 0.0